Run one
The following is a quantum chemistry calculation of C11H20N2O5 as an isolated structure, from OMol25.

Computed properties:
E_HOMO in eV: -9.66
LUMO in eV: -0.5
Spin multiplicity: 1
Orbital gap in eV: 9.17

Geometry as XYZ:
```
38
C11H20N2O5, DFT ωB97M-V with the def2-TZVPD basis set
C -0.753 -0.906 2.144
C -1.105 -0.142 0.988
C 0.498 -1.675 1.750
C 1.219 -2.479 2.789
C -0.033 -2.671 0.615
C 1.240 -3.146 -0.361
C -0.550 1.666 -0.628
C -0.293 0.955 -2.004
C -0.089 2.962 -0.549
C -0.712 3.786 -1.637
C 0.114 3.738 -2.939
H -2.693 -2.082 2.750
H -1.986 -2.242 1.174
H -0.798 -0.303 3.014
H 1.144 -1.099 1.001
H 1.470 -4.023 2.053
H 0.068 -2.553 3.846
H 2.649 -1.583 3.221
H -0.736 -3.395 1.166
H -0.678 -2.043 -0.107
H 0.649 -3.811 -1.158
H 2.246 -3.691 -0.029
H 1.742 -2.150 -1.185
H 0.843 0.812 0.864
H -1.502 1.672 -0.216
H -0.615 3.373 0.335
H 1.104 3.159 -0.694
H -0.356 4.759 -1.204
H -1.903 3.655 -1.751
H 1.531 2.667 -3.285
H 0.938 -0.043 -1.149
N -1.720 -2.102 2.099
N 0.086 0.589 0.262
O -2.208 -0.272 0.337
O -1.030 1.239 -3.010
O 0.195 4.414 -3.960
O 1.220 2.908 -2.475
O 0.804 0.057 -2.070
```

=====

Run two
The following is a quantum chemistry calculation of one molecule with the formula C11H20N2O5, from OMol25.

Computed properties:
E_HOMO in eV: -9.38
LUMO in eV: 0.4
Spin multiplicity: 1
Orbital gap in eV: 9.74

Geometry as XYZ:
```
38
C11H20N2O5, DFT ωB97M-V with the def2-TZVPD basis set
C 1.608 1.717 1.488
C 0.489 0.643 1.374
C 2.029 2.337 0.171
C 0.816 2.853 -0.615
C 3.052 3.459 0.442
C 3.682 3.971 -0.807
C -0.220 -1.381 0.267
C 0.493 -2.568 -0.413
C -1.545 -0.957 -0.483
C -2.667 -1.945 -0.397
C -3.868 -1.451 -1.160
H 2.528 0.766 3.143
H 3.154 0.353 1.748
H 1.171 2.566 2.051
H 2.562 1.609 -0.452
H 0.226 3.564 0.010
H 0.133 2.072 -0.952
H 1.188 3.302 -1.559
H 3.848 3.185 1.118
H 2.506 4.269 0.942
H 4.464 4.701 -0.549
H 3.014 4.439 -1.527
H 4.298 3.231 -1.403
H 1.524 -0.409 -0.153
H -0.503 -1.803 1.265
H -1.257 -0.782 -1.572
H -1.837 0.018 -0.031
H -2.399 -2.894 -0.846
H -2.871 -2.112 0.676
H -5.640 -1.893 -1.598
H 0.339 -4.420 -0.911
N 2.816 1.159 2.256
N 0.675 -0.318 0.431
O -0.536 0.581 2.058
O 1.533 -2.392 -0.996
O -3.896 -0.446 -1.860
O -4.940 -2.234 -1.005
O -0.173 -3.723 -0.373
```

=====

Of them, the most stable is run two and the least stable is run one.

=====

Run one
The following is a quantum chemistry calculation of C4H5ClOS2 as an isolated structure, from OMol25.

Computed properties:
E_HOMO in eV: -9.04
LUMO in eV: -0.6
Spin multiplicity: 1
Orbital gap in eV: 8.47

Geometry as XYZ:
```
13
C4H5ClOS2, DFT ωB97M-V with the def2-TZVPD basis set
C 0.583 0.770 2.074
C 0.455 0.482 0.593
C 1.435 0.825 -0.200
C -0.743 -0.174 -0.036
H -0.826 -0.234 3.391
H -0.230 1.575 2.451
H 1.533 1.126 2.288
H 2.446 1.262 0.078
H 0.355 -2.192 1.114
O 0.386 -0.413 2.973
S -0.644 -2.046 0.008
S -2.011 0.454 -0.840
Cl 1.513 0.931 -2.022
```

=====

Run two
The following is a quantum chemistry calculation of one molecule with the formula C4H5ClOS2, from OMol25.

Computed properties:
E_HOMO in eV: -8.88
LUMO in eV: -0.9
Spin multiplicity: 1
Orbital gap in eV: 7.95

Geometry as XYZ:
```
13
C4H5ClOS2, DFT ωB97M-V with the def2-TZVPD basis set
C -0.197 -0.452 1.802
C 0.186 -0.296 -0.505
C -0.313 -1.326 -1.218
C 0.232 1.087 -1.052
H 0.401 -0.593 2.726
H -0.944 -1.267 1.707
H -0.729 0.484 1.864
H -0.708 -1.156 -2.213
H 0.970 3.219 -0.762
O 0.747 -0.464 0.728
S 1.156 2.135 -0.006
S -0.462 1.553 -2.451
Cl -0.341 -2.924 -0.621
```

=====

Of them, the most stable is run two and the least stable is run one.

=====

Run one
The following is a quantum chemistry calculation of a 2-piece molecular cluster, C2H2FNO2 overall, from OMol25.

Computed properties:
E_HOMO (alpha / beta) in eV: -9.73 / -10.30
LUMO (alpha / beta) in eV: -0.9 / -1.4
Spin multiplicity: 1
Orbital gap (alpha / beta) in eV: 8.84 / 8.92

Geometry as XYZ:
```
8
C2H2FNO2, DFT ωB97M-V with the def2-TZVPD basis set
C -0.107 0.078 -0.300
C -2.243 0.600 0.184
N -2.987 -0.606 -0.074
O -2.416 -1.649 -0.169
O -4.158 -0.383 -0.093
F -2.673 1.841 0.247
H 0.619 0.904 0.069
H -0.258 -0.933 -0.483
```

=====

Run two
The following is a quantum chemistry calculation of a 2-piece molecular cluster, C2H2FNO2 overall, from OMol25.

Computed properties:
E_HOMO in eV: -10.04
LUMO in eV: -0.1
Spin multiplicity: 1
Orbital gap in eV: 9.96

Geometry as XYZ:
```
8
C2H2FNO2, DFT ωB97M-V with the def2-TZVPD basis set
C -0.008 -1.680 0.824
C 0.655 0.915 -0.521
N -0.523 0.994 -0.962
O -0.083 -1.701 1.932
O -1.521 0.153 -0.656
F 1.553 1.792 -0.889
H -1.145 -0.598 0.045
H 1.071 0.125 0.228
```

=====

Of them, the most stable is run two and the least stable is run one.

=====

Run one
The following is a quantum chemistry calculation of one molecule with the formula C7H8N2O, from OMol25.

Computed properties:
E_HOMO in eV: -8.48
LUMO in eV: 0.2
Spin multiplicity: 1
Orbital gap in eV: 8.67

Geometry as XYZ:
```
18
C7H8N2O, DFT ωB97M-V with the def2-TZVPD basis set
C -1.271 1.510 -0.843
C 1.219 0.836 0.498
C 1.698 0.552 -0.780
C -0.058 0.411 0.933
C -1.079 0.456 0.029
C -0.092 -0.770 -1.663
C -0.287 -0.302 2.197
N -1.518 2.432 -1.486
N 1.126 -0.403 -1.529
O -0.532 -2.018 -1.795
H 1.905 1.103 1.263
H 2.709 0.741 -0.959
H -1.847 -0.297 0.337
H -0.910 -0.235 -2.068
H -1.185 -0.908 1.877
H -0.565 0.397 3.029
H 0.689 -0.843 2.402
H -0.001 -2.665 -1.441
```

=====

Run two
The following is a quantum chemistry calculation of one molecule with the formula C7H8N2O, from OMol25.

Computed properties:
E_HOMO in eV: -9.10
LUMO in eV: 0.6
Spin multiplicity: 1
Orbital gap in eV: 9.67

Geometry as XYZ:
```
18
C7H8N2O, DFT ωB97M-V with the def2-TZVPD basis set
C 1.103 1.897 0.143
C 2.338 0.005 -0.388
C -1.774 1.696 -0.629
C -1.422 0.505 -0.275
C 1.807 -1.130 0.530
C 0.365 -0.723 0.831
C 1.237 0.859 -0.801
N 0.967 2.658 0.976
N -0.113 -0.084 -0.338
O 3.474 0.128 -0.642
H -2.803 1.979 -0.586
H -1.294 2.462 -1.230
H -2.008 -0.149 0.248
H 1.970 -2.082 0.106
H 2.444 -0.848 1.353
H -0.093 -1.754 1.038
H 0.449 -0.023 1.718
H 1.249 1.094 -1.867
```

=====

Of them, the most stable is run two and the least stable is run one.

=====

Run one
The following is a quantum chemistry calculation of a 3-piece molecular cluster, C3H11NO4 overall, from OMol25.

Computed properties:
E_HOMO (alpha / beta) in eV: -13.55 / -13.55
LUMO (alpha / beta) in eV: -4.2 / -8.9
Spin multiplicity: 2
Orbital gap (alpha / beta) in eV: 9.31 / 4.63
Total charge: +1

Geometry as XYZ:
```
19
C3H11NO4, DFT ωB97M-V with the def2-TZVPD basis set
O -0.961 -0.438 0.289
C 0.031 0.331 0.444
N -0.137 1.622 0.524
C 0.882 2.686 0.371
O 1.354 2.810 -0.936
C 1.408 -0.232 0.269
H -1.068 1.973 0.694
H 1.757 2.564 0.992
H 0.341 3.569 0.644
H 0.959 2.281 -1.633
H 2.027 0.274 1.002
H 1.770 0.113 -0.678
H 1.554 -1.298 0.376
H -2.897 -0.085 1.342
H -2.320 -0.145 2.722
O -2.730 0.485 2.105
H 0.540 -6.790 -3.222
H 1.214 -5.423 -2.988
O 0.424 -5.935 -2.799
```

=====

Run two
The following is a quantum chemistry calculation of a 3-piece molecular cluster, C3H11NO4 overall, from OMol25.

Computed properties:
E_HOMO (alpha / beta) in eV: -14.00 / -14.00
LUMO (alpha / beta) in eV: -4.3 / -8.3
Spin multiplicity: 2
Orbital gap (alpha / beta) in eV: 9.67 / 5.71
Total charge: +1

Geometry as XYZ:
```
19
C3H11NO4, DFT ωB97M-V with the def2-TZVPD basis set
O -0.671 -3.399 1.170
C -0.990 -2.826 0.180
C 0.131 -2.047 -0.613
N 0.659 -0.907 0.088
C -0.031 0.356 -0.094
O 0.206 1.274 0.865
H -1.994 -2.786 -0.258
H -0.247 -1.675 -1.565
H 0.922 -2.787 -0.720
H 0.855 -1.058 1.086
H 0.298 0.694 -1.105
H -1.107 0.156 -0.185
H 1.130 1.525 1.008
H 3.192 1.670 1.335
H 3.504 2.477 0.076
O 2.802 2.268 0.686
H -1.889 3.048 -1.194
H -2.869 4.180 -1.880
O -2.421 3.325 -1.940
```

=====

Of them, the most stable is run one and the least stable is run two.

=====

Run one
The following is a quantum chemistry calculation of one molecule with the formula C2H2N4S, from OMol25.

Computed properties:
E_HOMO in eV: -9.39
LUMO in eV: -1.2
Spin multiplicity: 1
Orbital gap in eV: 8.20

Geometry as XYZ:
```
9
C2H2N4S, DFT ωB97M-V with the def2-TZVPD basis set
C 0.528 -0.099 -0.754
C -0.746 0.239 1.551
H 0.630 -1.144 -2.836
H -1.271 0.584 2.632
N 1.082 0.652 0.221
N 0.424 0.804 1.348
N -1.419 -0.436 0.624
N -0.567 -0.664 -0.454
S 1.339 0.064 -2.331
```

=====

Run two
The following is a quantum chemistry calculation of a 2-piece molecular cluster, C2H2N4S overall, from OMol25.

Computed properties:
E_HOMO in eV: -9.06
LUMO in eV: -1.0
Spin multiplicity: 1
Orbital gap in eV: 8.06

Geometry as XYZ:
```
9
C2H2N4S, DFT ωB97M-V with the def2-TZVPD basis set
C -0.476 2.286 0.639
C 1.026 0.222 -0.151
N -0.486 3.322 0.140
N 0.455 -0.811 0.142
N -0.162 -1.733 -0.515
N -0.855 -2.698 -0.127
S 2.124 1.313 -0.243
H -0.495 1.345 1.146
H -1.131 -3.247 -1.031
```

=====

Of them, the most stable is run one and the least stable is run two.

=====

Run one
The following is a quantum chemistry calculation of one molecule with the formula C17H24N2O2, from OMol25.

Computed properties:
E_HOMO in eV: -9.26
LUMO in eV: 0.7
Spin multiplicity: 1
Orbital gap in eV: 10.01

Geometry as XYZ:
```
45
C17H24N2O2, DFT ωB97M-V with the def2-TZVPD basis set
C -2.611 -3.160 0.704
C -2.539 -1.649 0.887
C -2.563 -0.878 -0.434
H -2.605 0.191 -0.219
C -1.354 -1.153 -1.332
N -0.099 -0.845 -0.686
C 0.725 -1.806 -0.243
O 0.524 -2.996 -0.387
C 2.011 -1.329 0.456
N 2.151 0.110 0.565
C 3.092 0.616 -0.272
O 3.469 1.766 -0.322
C 3.563 -0.517 -1.172
H 4.619 -0.408 -1.406
C 3.233 -1.768 -0.369
H 3.000 -2.636 -0.983
H 4.062 -2.023 0.292
H 2.997 -0.474 -2.105
C 1.588 0.790 1.717
H 2.317 0.763 2.540
H 0.702 0.226 2.028
C 1.200 2.254 1.465
C 0.032 2.399 0.533
C -1.264 2.484 1.028
C -2.338 2.640 0.170
C -2.133 2.701 -1.199
C -0.848 2.604 -1.704
C 0.228 2.458 -0.844
H 1.234 2.420 -1.237
H -0.679 2.657 -2.770
H -2.972 2.826 -1.867
H -3.339 2.722 0.571
H -1.430 2.443 2.095
H 0.949 2.692 2.433
H 2.065 2.776 1.057
H 2.017 -1.794 1.450
H 0.118 0.129 -0.520
H -1.316 -2.209 -1.603
H -1.436 -0.551 -2.242
H -3.462 -1.145 -0.992
H -1.630 -1.395 1.437
H -3.389 -1.316 1.488
H -2.726 -3.649 1.669
H -3.461 -3.429 0.080
H -1.702 -3.536 0.243
```

=====

Run two
The following is a quantum chemistry calculation of one molecule with the formula C17H24N2O2, from OMol25.

Computed properties:
E_HOMO in eV: -8.09
LUMO in eV: 0.7
Spin multiplicity: 1
Orbital gap in eV: 8.80

Geometry as XYZ:
```
45
C17H24N2O2, DFT ωB97M-V with the def2-TZVPD basis set
C 3.255 0.607 -0.056
H 2.704 0.200 -0.906
O 4.394 -0.162 0.253
C 4.277 -1.409 0.800
C 5.449 -1.886 1.378
C 5.516 -3.137 1.961
C 4.388 -3.933 1.983
C 3.213 -3.479 1.408
C 3.133 -2.230 0.803
O 1.997 -1.763 0.194
C 0.837 -2.565 0.188
H 1.037 -3.515 -0.327
C -0.256 -1.796 -0.549
C -0.702 -0.556 0.222
C -1.723 0.265 -0.559
H -1.289 0.577 -1.512
H -2.597 -0.350 -0.781
C -2.167 1.508 0.219
C -3.157 2.310 -0.558
C -2.903 3.279 -1.509
N -4.113 3.693 -1.954
N -5.123 3.056 -1.357
C -4.567 2.211 -0.509
C -5.385 1.316 0.352
H -5.173 1.501 1.404
H -5.163 0.271 0.138
H -6.438 1.501 0.162
H -4.304 4.397 -2.648
C -1.632 3.837 -2.036
H -1.379 3.382 -2.995
H -1.715 4.913 -2.182
H -0.820 3.638 -1.341
H -1.290 2.121 0.444
H -2.615 1.200 1.166
H 0.173 0.061 0.433
H -1.136 -0.861 1.177
H -1.105 -2.463 -0.706
H 0.131 -1.499 -1.526
H 0.515 -2.781 1.217
H 2.347 -4.121 1.427
H 4.412 -4.910 2.440
H 6.440 -3.479 2.400
H 6.311 -1.238 1.350
H 3.639 1.595 -0.310
H 2.585 0.690 0.804
```

=====

Of them, the most stable is run one and the least stable is run two.